This record from the Open Molecules 2025 dataset describes a 2-piece molecular cluster, C6H9NO3 overall. The level of theory is ωB97M-V/def2-TZVPD.

The geometry in XYZ format:
```
19
Properties=species:S:1:pos:R:3
N 2.314 -1.256 0.678
C 1.426 -0.667 0.212
C 0.469 0.149 -0.503
C 0.835 1.592 -0.808
C -0.167 1.310 0.258
O -1.503 1.603 0.013
C -2.233 0.558 -0.578
O -1.608 0.117 -1.746
C -0.436 -0.616 -1.472
H 1.824 1.943 -0.517
H 0.448 1.977 -1.752
H 0.122 1.454 1.301
H -2.334 -0.279 0.135
H -3.211 0.967 -0.848
H 0.073 -0.783 -2.428
H -0.696 -1.591 -1.030
O 1.394 -2.459 3.224
H 2.219 -2.464 2.682
H 1.064 -1.556 3.178
```

Output
Electronic energy (eV): -13998.60629
HOMO energy (eV): -10.60
ΔE to the lowest compared entry with this formula, charge and spin (kcal/mol): 46.2
Charge: 0
Kohn-Sham gap (eV): 11.23

Atom charges from the natural (NBO) analysis, given in e for atoms 1 to 4:
1. N -0.35
2. C 0.31
3. C -0.24
4. C -0.41